# 1
Below is one molecule with the formula C9H8N2 at a distorted geometry, with properties calculated with ωB97M-V/def2-TZVPD.

* highest occupied orbital energy: -8.864 eV
* frontier orbital gap: 8.859 eV
* relative energy (zero: lowest compared OMol25 entry of this formula, charge and spin): 2.8600 eV

CARTESIAN COORDINATES (ANGSTROEM)
C -3.34874 -0.53087 -0.10669
C -1.86097 -0.17378 -0.01154
C -1.56235 1.21897 0.17664
N -0.46112 1.84031 -0.04307
C 0.58074 0.82642 -0.29617
C 1.92356 1.25783 -0.13814
C 3.03986 0.48956 -0.15227
C 2.86079 -0.84689 0.05765
C 1.49912 -1.41203 0.03287
C 0.40899 -0.58913 -0.21125
N -0.98347 -1.07367 -0.08423
H -3.55715 -1.62067 -0.62562
H -4.06820 0.14424 -0.73227
H -3.76553 -0.38984 0.98923
H -2.34119 1.93539 0.34724
H 2.22883 2.31901 0.26578
H 4.11014 0.74949 -0.00903
H 3.75421 -1.60772 0.34759
H 1.54249 -2.53663 0.19328

Forces on atoms 1 to 6 (eV/Å):
C -2.2 -1.1 0.1
C -2.0 0.3 -0.3
C -0.4 2.1 -0.9
N 2.1 -3.5 -0.3
C 1.7 1.2 1.7
C -0.2 4.2 0.4

***

# 2
Below is one molecule with the formula C9H8N2 at a distorted geometry, with properties calculated with ωB97M-V/def2-TZVPD.

* highest occupied orbital energy: -8.356 eV
* frontier orbital gap: 9.165 eV
* relative energy (zero: lowest compared OMol25 entry of this formula, charge and spin): 3.1433 eV

CARTESIAN COORDINATES (ANGSTROEM)
C 3.23747 -0.11930 -0.02142
C 2.56560 1.07363 0.27268
C 1.21411 1.14680 0.32107
C 0.44831 -0.12403 0.00077
C -0.92884 -0.12331 0.08589
C -1.86467 -0.56059 0.99739
C -3.12970 -0.29974 0.55614
C -3.12086 0.23248 -0.66911
N -1.78016 0.30403 -1.00231
N 1.10049 -1.19439 -0.32036
C 2.44949 -1.26776 -0.35873
H 4.36654 -0.17699 -0.27853
H 3.11502 1.93964 0.46958
H 0.53190 1.73990 0.41709
H -1.72141 -0.92490 2.13559
H -4.14163 -0.60141 1.06000
H -3.86156 0.48302 -1.36612
H -1.32716 0.70138 -1.80675
H 2.84706 -2.22847 -0.49288

Forces on atoms 1 to 6 (eV/Å):
C 0.5 -2.1 -2.0
C 0.1 -0.3 0.0
C 3.7 -10.7 -2.4
C 5.9 3.0 0.6
C -6.6 -0.1 -1.5
C 2.3 -0.9 4.7

***

# 3
Below is one molecule with the formula C9H8N2 at a distorted geometry, with properties calculated with ωB97M-V/def2-TZVPD.

* highest occupied orbital energy: -7.832 eV
* frontier orbital gap: 8.469 eV
* relative energy (zero: lowest compared OMol25 entry of this formula, charge and spin): 3.6819 eV

CARTESIAN COORDINATES (ANGSTROEM)
C 1.40763 2.80877 -0.76661
C 2.15272 1.78680 -0.05038
C 1.53558 0.57120 0.35661
C 0.15563 0.39417 -0.05746
C -0.50014 -0.75716 0.33926
C -0.43077 -1.68283 1.37999
C -1.26141 -2.80904 1.17346
C -1.79577 -2.56870 -0.07609
N -1.39315 -1.37201 -0.53618
N -0.52536 1.30239 -0.74710
C 0.03353 2.46272 -1.06542
H 1.85149 3.52068 -1.16757
H 3.05094 1.96407 0.26431
H 2.05243 -0.05848 0.82788
H 0.20790 -1.40385 2.14526
H -1.47593 -3.53949 1.76205
H -2.62468 -3.12375 -0.50169
H -1.89101 -0.76600 -1.43076
H -0.54961 3.27051 -1.84957

Forces on atoms 1 to 6 (eV/Å):
C -4.9 -9.6 4.0
C -7.1 -0.6 -1.6
C -5.0 7.4 -5.3
C 3.6 2.3 1.1
C -3.0 -4.8 -0.2
C 0.4 1.1 -0.7

***

# 4
Below is one molecule with the formula C9H8N2O at a distorted geometry, with properties calculated with ωB97M-V/def2-TZVPD.

* highest occupied orbital energy (spin up / spin down): -8.902 / -8.900 eV
* frontier orbital gap (spin up / spin down): 8.621 / 8.620 eV
* relative energy (zero: lowest compared OMol25 entry of this formula, charge and spin): 4.1492 eV

CARTESIAN COORDINATES (ANGSTROEM)
C 2.22116 -1.42507 -0.10398
N 1.74981 -0.92035 1.21910
O 2.47515 -1.37196 2.13124
C 0.63563 -0.22122 1.34215
C 0.18015 0.20085 2.66668
N 0.01534 0.51549 3.75475
C -0.21926 0.15058 0.24520
C -1.60455 -0.08370 0.36613
C -2.51712 0.38826 -0.61116
C -2.03259 1.25445 -1.57649
C -0.67496 1.38657 -1.75729
C 0.23940 0.84192 -0.83528
H 1.54551 -0.89818 -0.85581
H 3.32794 -1.35661 -0.28830
H 1.87550 -2.51746 -0.15189
H -1.88905 -0.76686 1.14409
H -3.59062 0.21912 -0.79621
H -2.79243 1.63651 -2.21817
H -0.22723 2.05927 -2.62050
H 1.28223 0.90840 -1.05427

Forces on atoms 1 to 6 (eV/Å):
C -2.3 -0.6 -1.7
N 1.0 -1.0 -0.3
O -0.3 0.6 0.9
C 0.3 -0.3 1.6
C 1.6 -1.0 -1.2
N -0.5 0.3 0.5

***

# 5
Below is one molecule with the formula C9H8O2, with properties calculated with ωB97M-V/def2-TZVPD.

* highest occupied orbital energy: -8.477 eV
* frontier orbital gap: 9.098 eV
* relative energy (zero: lowest compared OMol25 entry of this formula, charge and spin): 0.5675 eV

CARTESIAN COORDINATES (ANGSTROEM)
O -2.49011 -0.21548 0.40482
C -1.43053 0.65287 0.09228
O -1.52023 1.85077 0.82126
C -1.31408 0.90019 -1.40610
C -0.15164 0.44912 -1.87543
C 0.62718 -0.13512 -0.79040
C 1.87766 -0.72365 -0.78257
C 2.37375 -1.19966 0.42414
C 1.63737 -1.08921 1.59123
C 0.37733 -0.49740 1.58937
C -0.11031 -0.02792 0.39542
H -3.32117 0.16006 0.08930
H -2.29322 2.35016 0.53087
H -2.10112 1.38159 -1.96162
H 0.18961 0.49443 -2.89513
H 2.45574 -0.81202 -1.69055
H 3.34933 -1.66311 0.45169
H 2.04564 -1.46733 2.51675
H -0.20118 -0.40830 2.49468

Forces on atoms 1 to 6 (eV/Å):
O -0.1 -0.2 0.2
C 0.1 0.0 -0.3
O 0.0 0.1 0.2
C 0.2 -0.1 0.0
C -0.4 0.2 -0.2
C 0.2 -0.2 0.7

***

# 6
Below is C9H9AgCl3N3S2Si as an isolated structure, with properties calculated with ωB97M-V/def2-TZVPD.

* highest occupied orbital energy: -1.367 eV
* net charge: -2
* frontier orbital gap: 5.518 eV

CARTESIAN COORDINATES (ANGSTROEM)
Ag -0.15643 -1.89551 0.97283
S 1.25154 -3.87508 0.03282
C -0.26755 -4.58733 -0.37581
S -1.72735 -3.71548 -0.07420
C -0.31175 -5.86421 -0.96095
C 0.86026 -6.61563 -1.25032
N 1.77698 -7.26767 -1.51967
C -1.53095 -6.50434 -1.31540
N -2.48966 -7.08105 -1.60935
Cl -1.48631 1.39585 2.65214
Si -0.15927 -0.34523 2.78631
Cl 1.66148 0.73865 3.26088
Cl -0.65915 -0.96601 4.77152
C 1.10196 3.24112 0.69142
C 0.20313 2.91455 -0.50203
C -1.19276 3.51042 -0.28462
C 0.82192 3.44462 -1.80049
C 0.05810 1.45045 -0.62835
N -0.06251 0.31633 -0.76145
H 1.20431 4.32684 0.76381
H 2.09180 2.79801 0.57521
H 0.67495 2.85907 1.61539
H -1.10682 4.59616 -0.19371
H -1.63023 3.10727 0.62847
H -1.85118 3.27619 -1.12186
H 0.92938 4.52903 -1.72830
H 0.19103 3.20938 -2.65799
H 1.80510 3.00362 -1.96629

Forces on atoms 1 to 6 (eV/Å):
Ag -0.1 -0.3 0.1
S -0.1 0.1 0.0
C 0.0 0.1 -0.1
S 0.2 0.0 0.0
C 0.0 -0.1 0.0
C 0.0 0.1 0.0

***

# 7
Below is C9H9BrN2O2 as an isolated structure at a distorted geometry, with properties calculated with ωB97M-V/def2-TZVPD.

* highest occupied orbital energy: -8.811 eV
* frontier orbital gap: 8.239 eV
* relative energy (zero: lowest compared OMol25 entry of this formula, charge and spin): 0.0000 eV

CARTESIAN COORDINATES (ANGSTROEM)
C -1.92347 0.91511 0.37885
C -0.17583 -0.24269 -1.04905
C 1.06033 0.14316 -1.33957
C 0.64061 1.24873 0.59051
C -0.73615 -0.88501 1.75216
C -0.57636 0.37416 0.25537
C -1.11607 -0.99068 -1.96155
C 1.97044 -0.27583 -2.42627
C -0.73535 -0.13206 3.03040
N -2.99870 1.31986 0.33463
N 0.85850 1.86832 1.68062
O -0.69056 -2.05187 1.56653
O 1.58986 0.99177 -0.35355
Br 0.69206 -0.57072 4.37352
H -1.81553 -1.70074 -1.42360
H -0.44509 -1.55627 -2.70321
H -1.68738 -0.32295 -2.65149
H 2.84696 0.37492 -2.40739
H 1.43605 -0.22909 -3.37147
H 2.54075 -1.23008 -2.39539
H -1.76194 -0.28231 3.61176
H -0.74376 0.90888 2.83608
H 1.77063 2.32538 1.67208

Forces on atoms 1 to 6 (eV/Å):
C 0.6 0.4 -0.9
C -1.5 0.1 -0.1
C 0.2 -0.8 1.1
C -0.1 -0.9 1.3
C 1.5 -0.2 -1.6
C -0.1 -1.0 1.8

***

# 8
Below is C9H9Cl2HgN3OS as an isolated structure at a distorted geometry, with properties calculated with ωB97M-V/def2-TZVPD.

* expectation value of S²: 0.756
* highest occupied orbital energy (spin up / spin down): -3.347 / -4.066 eV
* net charge: -1
* frontier orbital gap (spin up / spin down): 6.129 / 6.226 eV
* spin multiplicity: 2

CARTESIAN COORDINATES (ANGSTROEM)
Hg -2.27381 -1.59834 -0.38306
N -2.06337 -1.64703 4.38042
C -1.92088 -1.79541 3.00923
S -3.16381 -2.68995 2.23110
N -0.89828 -1.20181 2.48927
N -0.65776 -1.26989 1.14503
C 0.40898 -0.62277 0.79901
C 0.95356 -0.40440 -0.52092
C 1.99908 0.53639 -0.60574
C 2.50603 0.98906 -1.80318
C 1.98021 0.47529 -2.99671
C 1.01951 -0.50234 -2.96526
C 0.48000 -1.03223 -1.74540
O -0.34415 -2.00041 -1.79259
H -2.65961 -2.31824 4.83013
H -1.23032 -1.36304 4.87083
H 0.96899 -0.15029 1.61349
H 2.38728 0.95396 0.31903
H 3.27361 1.75264 -1.82668
H 2.33721 0.86109 -3.94597
H 0.62249 -0.91874 -3.88423
Cl -0.87954 4.43284 -0.27597
C -0.61292 2.73120 -0.69891
Cl -2.06056 1.75342 -0.41700
H 0.18476 2.34767 -0.07646
H -0.35671 2.68133 -1.74945

Forces on atoms 1 to 6 (eV/Å):
Hg -1.0 -0.6 -0.2
N 0.2 0.2 -0.1
C -0.4 -0.2 -0.3
S -0.2 -0.1 -0.6
N 0.8 0.4 0.7
N 0.9 0.5 0.2

***

Number 1: energy -457.17357 Ha. Number 2: energy -457.16316 Ha. Number 3: energy -457.14337 Ha. Number 4: energy -532.37429 Ha. Number 5: energy -498.21496 Ha. Number 6: energy -3126.29717 Ha. Number 7: energy -3182.26684 Ha. Number 8: energy -2059.88911 Ha.